114
Properties=species:S:1:pos:R:3:forces:R:3 method="wB97M-V/def2-TZVPD" lumo_ev=-3.45 fmax_ev_per_a=3.8 orbital_gap_ev=8.462 total_charge=+1
C 5.289 -0.214 0.057 0.547 0.712 0.350
C 5.517 1.063 -0.832 0.445 -0.524 -0.319
C 4.590 1.189 -2.100 0.360 -0.142 -0.014
C 3.221 0.448 -1.999 0.042 0.632 -0.653
C 2.214 1.100 -0.993 -1.698 -1.072 0.336
C 0.876 1.575 -1.722 1.397 2.484 -0.679
N -0.294 1.302 -0.873 0.031 -2.055 1.684
P -1.984 1.803 -1.016 -1.846 3.109 -1.016
N -2.205 3.364 -1.150 0.296 -1.833 -0.142
C 0.018 0.554 0.152 1.796 0.720 -1.258
C 1.538 0.151 0.099 -1.528 0.035 0.440
C 1.420 -1.389 -0.291 0.596 0.121 1.006
C 2.389 -2.332 0.506 -0.054 -0.883 -0.519
C 1.836 -3.807 0.337 -0.670 0.868 -0.518
C 1.677 -4.193 -1.168 0.504 -0.471 0.139
O 2.959 -3.975 -1.792 -0.401 0.324 0.179
H 6.249 -0.435 0.583 -0.736 0.093 -0.306
H 4.550 0.018 0.857 0.218 -0.465 -0.594
H 5.028 -1.131 -0.516 -0.060 0.997 0.640
H 6.564 0.993 -1.219 -0.755 0.184 0.250
H 5.514 1.976 -0.190 -0.238 -0.649 -0.422
H 4.482 2.275 -2.378 -0.225 -1.149 0.369
H 5.150 0.718 -2.957 -0.845 0.564 1.091
H 3.409 -0.632 -1.836 -0.237 0.654 0.169
H 2.749 0.522 -3.013 0.412 -0.177 0.684
H 2.702 1.980 -0.517 -0.513 -0.653 -0.189
H 0.972 2.685 -1.712 -0.422 -0.634 -0.662
H 0.762 1.223 -2.771 -0.168 0.054 0.864
H -2.538 1.081 -2.124 0.578 -0.288 0.715
H -2.599 1.354 0.191 0.997 -0.610 -0.356
H -2.710 3.503 -2.034 0.648 0.337 0.346
H -0.758 0.256 0.888 0.820 0.120 -0.423
H 1.859 0.370 1.144 0.410 -0.740 -0.703
H 0.372 -1.722 -0.084 0.658 0.118 -0.093
H 1.585 -1.529 -1.379 -0.133 0.337 0.662
H 2.467 -2.082 1.587 -0.379 -0.045 -0.663
H 3.430 -2.282 0.110 -0.893 0.049 0.121
H 0.800 -3.769 0.761 0.783 -0.460 -0.034
H 2.451 -4.559 0.865 -0.329 0.499 -0.253
H 1.447 -5.277 -1.303 -0.127 0.734 0.409
H 0.865 -3.620 -1.680 0.591 -0.264 0.447
H 2.838 -3.734 -2.712 -0.006 -0.106 -0.111
Cl -3.921 -0.682 4.641 0.080 -0.055 -0.094
C -3.941 -0.131 2.950 -0.070 0.079 0.020
C -3.404 -1.177 2.000 -0.477 0.117 -0.077
Cl -1.648 -1.436 2.217 0.029 -0.264 0.109
H -3.368 0.795 2.891 -0.012 -0.027 0.036
H -4.978 0.096 2.701 0.048 -0.042 -0.088
H -3.553 -0.852 0.970 0.022 0.021 0.042
H -3.905 -2.134 2.130 0.137 0.015 0.083
Cl 1.607 -5.279 3.716 0.090 -0.038 -0.067
C 0.917 -4.509 5.167 -0.036 -0.042 0.205
C 0.439 -3.115 4.858 -0.346 -0.015 0.175
Cl 1.792 -2.006 4.513 0.063 0.103 -0.111
H 1.672 -4.511 5.951 0.047 0.014 -0.125
H 0.086 -5.132 5.497 -0.025 0.074 -0.077
H -0.095 -2.705 5.715 0.066 -0.027 0.010
H -0.232 -3.106 4.002 0.099 -0.015 -0.002
Cl 6.330 0.042 -4.826 0.144 -0.045 -0.387
C 7.596 -1.073 -4.258 0.274 -0.106 -0.037
C 7.015 -2.380 -3.779 0.118 -0.158 -0.144
Cl 6.074 -2.163 -2.285 0.113 -0.194 -0.290
H 8.158 -0.572 -3.472 -0.122 -0.006 0.007
H 8.269 -1.250 -5.097 -0.085 -0.029 -0.008
H 7.817 -3.083 -3.557 0.007 0.082 0.036
H 6.366 -2.830 -4.528 -0.012 0.095 0.041
Cl -5.275 1.669 -0.452 -0.068 -0.336 0.007
C -6.127 3.236 -0.413 -0.131 0.490 -0.038
C -5.938 3.948 0.906 0.076 0.090 -0.061
Cl -6.769 3.111 2.241 0.088 -0.089 0.099
H -7.179 3.051 -0.624 0.069 -0.134 0.106
H -5.717 3.841 -1.222 0.087 -0.040 0.069
H -6.362 4.950 0.845 -0.053 -0.073 -0.072
H -4.885 4.038 1.165 -0.043 -0.072 -0.029
Cl 1.555 -11.588 4.727 -0.029 -0.005 0.013
C 1.112 -10.030 3.988 -0.002 0.074 -0.075
C 1.504 -8.855 4.855 0.075 0.044 -0.210
Cl 0.535 -8.765 6.347 -0.011 0.032 0.046
H 0.041 -10.041 3.793 0.042 -0.015 0.105
H 1.633 -9.972 3.032 0.042 0.039 0.073
H 1.335 -7.924 4.314 -0.035 -0.106 -0.004
H 2.555 -8.900 5.137 -0.078 -0.083 0.049
Cl -4.068 4.120 -3.630 -0.298 0.049 -0.128
C -4.068 4.703 -5.315 -0.012 0.126 -0.357
C -3.530 3.666 -6.273 -0.143 0.002 -0.050
Cl -1.785 3.384 -6.044 0.028 -0.042 0.068
H -3.488 5.623 -5.353 0.053 -0.107 0.088
H -5.101 4.941 -5.569 0.018 -0.102 0.042
H -3.665 4.007 -7.299 0.016 0.066 0.067
H -4.043 2.713 -6.160 0.059 0.046 0.059
Cl 2.788 4.399 -4.202 -0.061 -0.037 0.081
C 4.155 4.945 -5.209 0.162 0.069 -0.189
C 5.269 3.925 -5.254 -0.010 -0.009 -0.150
Cl 6.092 3.762 -3.684 0.158 0.170 -0.061
H 4.503 5.899 -4.818 -0.030 -0.100 0.089
H 3.764 5.110 -6.213 0.000 -0.086 0.037
H 6.024 4.232 -5.977 -0.048 0.063 0.042
H 4.899 2.942 -5.545 -0.023 0.039 0.091
Cl -13.146 2.800 2.057 0.019 -0.023 -0.023
C -11.630 3.138 2.928 0.058 0.011 0.095
C -10.773 4.152 2.208 0.020 0.114 0.248
Cl -10.108 3.509 0.685 -0.034 -0.002 -0.135
H -11.103 2.195 3.067 -0.024 0.042 -0.097
H -11.907 3.521 3.910 0.021 0.064 -0.068
H -9.922 4.427 2.833 -0.010 -0.095 -0.010
H -11.332 5.057 1.976 -0.027 -0.109 -0.072
Cl -1.048 3.627 3.331 -0.055 -0.024 -0.094
C 0.202 2.521 3.954 0.109 -0.114 0.060
C -0.393 1.242 4.497 0.131 -0.057 0.054
Cl -1.323 1.506 5.990 0.019 0.066 -0.053
H 0.776 3.049 4.713 -0.111 0.002 -0.008
H 0.868 2.294 3.120 -0.024 -0.031 0.025
H 0.403 0.539 4.742 0.010 0.065 -0.036
H -1.051 0.770 3.769 -0.017 0.065 0.076

50
Properties=species:S:1:pos:R:3:forces:R:3 method="wB97M-V/def2-TZVPD" lumo_ev=3.83 fmax_ev_per_a=8.0 orbital_gap_ev=2.640 relative_energy_ev=4.0514 total_charge=-2
N -0.524 -0.638 1.064 0.517 1.474 0.353
H -0.333 0.185 1.679 -0.358 -0.236 -0.667
H -1.474 -0.583 0.691 0.312 -0.519 -0.066
H -0.398 -1.418 1.736 -0.868 -1.906 0.655
H 0.229 -0.664 0.365 -0.427 -0.200 0.043
N -1.961 -0.264 -4.224 2.093 0.063 -2.714
H -2.661 -0.336 -3.498 -2.645 0.599 3.142
H -1.884 -1.126 -4.757 -0.146 -0.013 -0.063
H -1.017 0.004 -3.892 -0.184 -0.185 0.743
H -2.247 0.496 -4.836 -0.411 -0.149 -0.005
C -1.098 -3.664 2.267 -7.192 1.707 -3.181
O -0.890 -2.617 2.973 3.947 2.040 1.246
O -0.885 -3.716 0.993 4.273 0.103 -1.096
O -2.223 -4.218 2.519 -0.111 -2.957 2.530
C -4.507 1.128 -2.083 -3.064 -2.624 4.463
O -3.880 0.035 -2.378 4.212 -1.107 -3.093
O -3.997 2.125 -1.500 1.830 1.789 -1.280
O -5.737 0.824 -1.876 -1.690 1.773 -1.224
C -0.319 1.941 -2.399 1.527 -0.188 -0.828
O 0.170 0.622 -2.835 -2.152 0.603 1.038
C 1.521 0.314 -2.855 0.037 -2.031 -0.269
C 2.280 0.158 -1.491 -1.863 1.743 -1.437
N 1.860 -0.957 -0.559 2.747 0.903 -2.862
C 3.178 -1.494 -0.096 -2.096 -0.104 4.039
C 2.846 -1.951 1.373 1.150 -1.551 -0.620
O 2.700 -0.890 2.257 1.669 1.480 -0.958
C 2.260 -1.269 3.506 -1.928 -0.633 1.446
H -0.181 2.159 -1.341 0.141 -0.397 0.048
H -1.371 2.107 -2.628 -0.241 -0.694 0.032
H 0.293 2.608 -3.010 -0.080 0.626 0.228
H 1.963 0.783 -3.741 0.912 1.291 0.801
H 1.520 -0.680 -3.324 -0.129 -0.519 0.454
H 2.082 1.101 -0.977 0.214 0.007 0.329
H 3.315 0.238 -1.835 0.268 -0.742 0.539
H 1.447 -1.698 -1.118 -0.335 -0.090 -0.017
H 3.877 -0.677 0.074 0.129 -0.026 -0.502
H 3.617 -2.357 -0.596 -0.175 0.227 -0.535
H 3.695 -2.579 1.679 0.276 -0.054 0.297
H 1.991 -2.632 1.431 -0.420 0.148 -0.371
H 2.803 -1.996 4.125 0.693 -0.613 -0.955
H 1.254 -1.661 3.319 -0.291 -0.315 0.890
H 2.218 -0.469 4.247 -0.174 0.790 -0.759
C -0.847 2.577 2.590 0.415 0.417 0.688
O -0.109 1.610 2.501 1.286 0.613 0.241
N -0.490 3.842 2.962 1.549 -0.286 -0.191
N -2.126 2.494 2.377 -3.105 -1.855 -0.693
H -1.207 4.495 3.213 0.449 0.188 0.175
H 0.485 3.905 3.208 -0.272 0.618 0.254
H -2.762 3.258 2.508 -0.122 -0.229 -0.271
H -2.477 1.545 2.195 -0.165 1.021 -0.015

13
Properties=species:S:1:pos:R:3:forces:R:3 method="wB97M-V/def2-TZVPD" lumo_ev=-0.41 fmax_ev_per_a=5.9 orbital_gap_ev=9.145 relative_energy_ev=8.2870
C -0.569 -0.880 -0.579 -4.158 -3.735 1.267
C 1.403 0.343 -0.379 -1.461 0.657 0.394
C 0.045 0.417 -1.036 -0.389 1.039 1.697
C -0.866 1.288 -0.109 -3.673 2.061 1.319
C -1.846 1.781 0.540 0.779 -2.165 0.641
H 0.247 -2.678 1.087 -0.150 5.067 -2.934
H 1.981 -0.759 1.305 -0.091 0.529 -3.063
H 0.318 0.793 -2.054 -1.433 -0.639 0.548
H -2.961 1.909 1.526 4.356 -0.278 -3.861
N 0.246 -1.363 0.531 0.656 -3.003 -0.226
N 1.622 -0.811 0.267 -1.034 -3.340 4.677
O -1.728 -1.315 -0.750 3.766 1.091 -0.207
O 2.106 1.274 -0.348 2.831 2.717 -0.252

Asked for molecular weight across the records above, the calculation gives 1135.967; 349.341; 124.099 g/mol in order.